ORCA calculation (wB97M-V/def2-TZVPD) on the molecule C5H12OS2.

```
! RIJCOSX wB97M-V def2-TZVPD def2/J DEFGRID3
* xyz 0 1
C 3.661 0.349 -1.906
C 2.209 -0.109 -1.886
S 1.997 -1.030 -0.318
S -0.016 -1.275 -0.116
C -0.544 0.178 0.807
C -2.063 0.414 0.646
C -2.900 -0.511 1.508
O -3.674 0.213 2.463
H 3.717 1.450 -1.851
H 4.232 0.137 -2.801
H 4.219 0.057 -1.026
H 1.466 0.674 -2.012
H 2.019 -0.830 -2.677
H -0.017 1.063 0.469
H -0.335 0.081 1.878
H -2.341 0.349 -0.399
H -2.184 1.429 1.001
H -3.559 -1.137 0.907
H -2.322 -1.310 1.989
H -3.563 -0.194 3.324
*
```

## Properties
**SMILES**: CCSSCCCO
**HOMO level**: -8.93 eV
**Energy above the lowest of the compared OMol25 structures with the same formula, charge and spin**: 12.2 kcal/mol
**Molar mass**: 152.28 g mol⁻¹

=====

ORCA calculation (wB97M-V/def2-TZVPD) on the molecule C5H12P2.

```
! RIJCOSX wB97M-V def2-TZVPD def2/J DEFGRID3
* xyz 0 1
C -0.223 0.894 -3.609
C 0.643 1.354 -2.473
P 0.901 0.291 -1.165
P 0.250 -1.539 -0.299
C 0.850 -1.070 1.354
C -0.060 -0.136 2.031
C -1.385 -0.781 2.614
H -1.016 0.246 -3.154
H 0.444 0.182 -4.183
H -0.451 1.839 -4.024
H 1.139 2.220 -2.543
H 1.462 1.029 -0.140
H 1.911 -0.797 1.463
H 0.789 -2.060 1.940
H -0.270 0.592 1.285
H 0.237 0.516 2.948
H -2.201 -0.144 2.251
H -1.640 -1.667 2.049
H -1.381 -0.970 3.656
*
```

## Properties
**SMILES**: CC=[PH]=PCCC
**HOMO level (alpha / beta)**: -7.11 / -7.11 eV
**Energy above the lowest of the compared OMol25 structures with the same formula, charge and spin**: 33.9 kcal/mol
**Molar mass**: 134.10 g mol⁻¹

=====

ORCA calculation (wB97M-V/def2-TZVPD) on a cluster of 2 separate species, C5H12P2Si in total.

```
! RIJCOSX wB97M-V def2-TZVPD def2/J DEFGRID3
* xyz 0 1
H 0.485 -2.404 -0.072
P 1.351 -1.800 -1.005
C 0.657 -0.342 -0.977
Si -0.908 0.128 -0.174
C -1.268 1.943 -0.365
C -0.153 0.020 1.596
C -2.547 -0.923 -0.418
H 1.038 0.486 -1.583
H -1.589 2.195 -1.395
H -2.052 2.196 0.340
H -0.360 2.554 -0.122
H 0.321 -0.946 1.750
H 0.684 0.784 1.630
H -0.885 0.193 2.403
H -3.232 -0.665 -1.251
H -2.194 -2.058 -0.690
H -3.001 -0.970 0.509
C 4.505 -0.300 -0.057
P 4.645 1.253 0.011
H 4.501 -1.345 -0.131
*
```

## Properties
**SMILES**: [H]/P=C\[Si](C)(C)C.C#P
**HOMO level**: -9.21 eV
**Energy above the lowest of the compared OMol25 structures with the same formula, charge and spin**: 10.0 kcal/mol
**Molar mass**: 162.19 g mol⁻¹

=====

ORCA calculation (wB97M-V/def2-TZVPD) on a cluster of 2 separate species, C5H12PS in total.

```
! RIJCOSX wB97M-V def2-TZVPD def2/J DEFGRID3
* xyz 1 1
C 1.585 2.790 1.742
C 2.119 3.892 1.330
C -0.834 -2.135 -0.708
C 0.839 0.130 -0.904
C -2.085 0.563 -0.147
P -0.635 -0.523 -0.027
S 0.755 1.578 2.410
H 2.977 4.038 0.611
H -0.805 -0.890 1.282
H 1.623 4.873 1.701
H -0.072 -2.835 -0.506
H -0.946 -2.295 -1.813
H -1.747 -2.631 -0.476
H 1.871 -0.377 -0.773
H 0.895 1.245 -0.624
H 0.435 -0.026 -1.934
H -2.903 0.253 0.491
H -2.481 0.907 -1.103
H -1.717 1.361 0.477
*
```

## Properties
**HOMO level**: -12.17 eV
**Energy above the lowest of the compared OMol25 structures with the same formula, charge and spin**: 47.4 kcal/mol
**Molar mass**: 135.19 g mol⁻¹

=====

ORCA calculation (wB97M-V/def2-TZVPD) on a cluster of 2 separate species, C5H12S in total.

```
! RIJCOSX wB97M-V def2-TZVPD def2/J DEFGRID3
* xyz 0 1
C 1.881 1.062 3.112
C 1.237 -0.101 2.954
C 1.723 -1.249 2.075
H 1.376 2.015 3.258
H 2.957 1.223 3.049
H 0.618 -0.511 3.756
H 2.538 -0.887 1.449
H 0.823 -1.499 1.519
H 2.116 -2.025 2.734
C -1.728 1.167 -2.785
S -1.668 -0.172 -1.577
C 0.090 -0.622 -1.489
H -1.796 2.152 -2.325
H -0.720 1.131 -3.184
H -2.462 1.052 -3.573
H 0.487 -0.330 -2.457
H 0.165 -1.698 -1.349
H 0.504 -0.159 -0.598
*
```

## Properties
**SMILES**: C=CC.CSC
**HOMO level**: -8.42 eV
**Energy above the lowest of the compared OMol25 structures with the same formula, charge and spin**: 59.0 kcal/mol
**Molar mass**: 104.22 g mol⁻¹

=====

ORCA calculation (wB97M-V/def2-TZVPD) on the molecule C5H12S.

```
! RIJCOSX wB97M-V def2-TZVPD def2/J DEFGRID3
* xyz 0 1
C 0.707 -1.693 2.040
S 0.434 -0.997 0.527
C 2.089 -0.255 0.210
C -1.198 -0.253 0.398
C -1.364 0.390 -1.193
C -1.338 1.910 -1.058
H 1.693 -2.335 1.756
H -0.129 -2.077 2.550
H 0.421 -1.891 -0.736
H 2.555 0.001 1.169
H 2.729 -0.935 -0.256
H 1.832 0.541 -0.352
H -1.466 0.486 1.259
H -0.566 0.135 -1.836
H -2.372 0.077 -1.577
H -2.002 2.158 -0.196
H -0.436 2.343 -0.679
H -1.591 2.395 -2.026
*
```

## Properties
**SMILES**: C=[S@H](C)=CCC
**HOMO level**: -7.46 eV
**Energy above the lowest of the compared OMol25 structures with the same formula, charge and spin**: 163.7 kcal/mol
**Molar mass**: 104.22 g mol⁻¹

=====

ORCA calculation (wB97M-V/def2-TZVPD) on a cluster of 2 separate species, C5H12S2Si in total.

```
! RIJCOSX wB97M-V def2-TZVPD def2/J DEFGRID3
* xyz 0 3
C -1.466 -1.179 -0.896
C 1.718 -0.181 -1.459
C 0.207 0.310 1.058
C 1.094 -2.683 0.274
C -2.967 1.916 1.418
Si 0.383 -0.970 -0.263
S -1.871 -2.258 -2.120
S -3.737 3.160 0.645
H 1.411 -0.246 -2.521
H 2.006 0.866 -1.360
H 2.520 -0.865 -1.347
H -0.476 0.047 1.864
H 1.154 0.762 1.425
H -0.404 1.049 0.734
H 2.178 -2.681 -0.114
H 0.994 -2.998 1.293
H 0.780 -3.580 -0.301
H -2.872 0.959 1.041
H -2.550 2.185 2.357
H -3.181 -1.959 -2.403
*
```

## Properties
**HOMO level (alpha / beta)**: -7.42 / -8.93 eV
**Energy above the lowest of the compared OMol25 structures with the same formula, charge and spin**: 32.0 kcal/mol
**Molar mass**: 164.37 g mol⁻¹
**<S²>**: 2.009

=====

ORCA calculation (wB97M-V/def2-TZVPD) on a cluster of 2 separate species, C5H12Si in total.

```
! RIJCOSX wB97M-V def2-TZVPD def2/J DEFGRID3
* xyz 0 1
C -1.735 -2.885 -0.830
C -0.744 -1.896 -0.310
C -0.405 -1.598 1.137
C 1.578 2.238 -0.643
C 0.862 3.012 0.520
Si -1.830 -1.073 -1.661
H -1.346 -3.635 -1.440
H -2.624 -3.330 -0.191
H 0.141 -2.226 -0.822
H -0.548 -0.509 1.524
H 0.542 -2.005 1.343
H -1.022 -2.074 1.872
H 2.407 2.746 -1.200
H 1.892 1.301 -0.293
H 0.927 2.159 -1.589
H 1.394 3.914 0.890
H 0.692 2.446 1.427
H -0.180 3.413 0.266
*
```

## Properties
**HOMO level**: -8.31 eV
**Energy above the lowest of the compared OMol25 structures with the same formula, charge and spin**: 76.4 kcal/mol
**Molar mass**: 100.24 g mol⁻¹

=====

ORCA calculation (wB97M-V/def2-TZVPD) on a cluster of 2 separate species, C5H12Si2 in total.

```
! RIJCOSX wB97M-V def2-TZVPD def2/J DEFGRID3
* xyz 0 1
C 0.840 2.054 1.988
Si -0.217 0.889 1.317
C -0.244 0.681 -0.521
C -1.003 -0.207 -1.011
Si -2.059 -1.216 0.232
C -1.599 -0.256 1.826
H 1.494 2.858 1.535
H 0.972 2.041 3.109
H 0.367 1.171 -1.264
H -1.009 -0.445 -2.064
H -3.463 -1.253 -0.263
H -1.584 -2.577 0.564
H -2.532 0.388 1.996
H -1.395 -0.688 2.853
C 2.398 -0.679 -2.018
H 2.169 0.223 -2.601
H 1.345 -1.040 -1.836
H 2.646 -1.472 -2.784
H 2.873 -0.473 -1.058
*
```

## Properties
**SMILES**: C=[Si]1C=C[SiH2]C1.C
**HOMO level**: -8.05 eV
**Energy above the lowest of the compared OMol25 structures with the same formula, charge and spin**: 57.3 kcal/mol
**Molar mass**: 128.32 g mol⁻¹

=====

ORCA calculation (wB97M-V/def2-TZVPD) on the ion C5H13BN with charge +1.

```
! RIJCOSX wB97M-V def2-TZVPD def2/J DEFGRID3
* xyz 1 1
B -1.323 0.151 -0.567
C -1.746 -0.926 0.432
C 0.323 0.301 -0.597
C 0.589 -1.146 1.363
C -2.150 0.497 -1.863
C 2.358 0.367 0.806
N 0.880 0.158 0.801
H -2.282 -0.795 1.311
H -1.766 -1.903 0.040
H 0.635 -0.578 -1.122
H 0.718 1.166 -1.087
H 0.334 -1.073 2.356
H 1.053 -1.983 0.908
H -3.148 0.874 -1.528
H -2.344 -0.378 -2.429
H -1.692 1.219 -2.457
H 2.940 0.031 1.714
H 2.800 -0.031 -0.111
H 2.484 1.412 0.679
H 0.428 0.957 1.250
*
```

## Properties
**HOMO level (alpha / beta)**: -12.77 / -13.16 eV
**Energy above the lowest of the compared OMol25 structures with the same formula, charge and spin**: 66.5 kcal/mol
**Molar mass**: 97.98 g mol⁻¹

=====

ORCA calculation (wB97M-V/def2-TZVPD) on a cluster of 2 separate species, C5H13BrN in total.

```
! RIJCOSX wB97M-V def2-TZVPD def2/J DEFGRID3
* xyz 1 1
C -0.535 -0.139 -1.527
C -2.097 0.531 0.472
C 0.015 -0.800 0.933
C 2.221 -1.358 0.266
C -0.552 0.237 -0.048
N 0.266 1.428 0.061
Br 3.379 0.119 0.099
H -0.033 -1.061 -1.744
H 0.066 0.632 -2.095
H -1.480 -0.159 -2.067
H -2.586 0.894 -0.473
H -2.566 -0.466 0.689
H -2.104 1.182 1.294
H -0.367 -1.736 1.176
H 0.432 -0.416 1.895
H 2.029 -1.945 -0.622
H 2.520 -1.976 1.222
H 0.172 2.076 -0.727
H 1.217 1.012 0.227
H 0.003 1.943 0.967
*
```

## Properties
**HOMO level**: -12.70 eV
**Energy above the lowest of the compared OMol25 structures with the same formula, charge and spin**: 90.2 kcal/mol
**Molar mass**: 167.07 g mol⁻¹

=====

ORCA calculation (wB97M-V/def2-TZVPD) on a structure of composition C5H13EuNO2P.

```
! RIJCOSX wB97M-V def2-TZVPD def2/J DEFGRID3
* xyz 1 8
C 2.345 -0.979 -0.094
C 1.529 0.047 0.687
C 1.719 1.498 0.228
N 0.819 -0.213 1.584
P -0.888 -0.871 1.064
O -1.286 0.782 0.645
C -1.726 0.659 -0.660
C -2.843 -0.401 -0.517
O -2.404 -1.371 0.421
H 1.797 -1.909 -0.038
H 3.329 -1.098 0.341
H 2.377 -0.705 -1.172
H 2.609 1.970 0.655
H 1.727 1.488 -0.877
H 0.868 2.114 0.499
H -1.373 -0.639 2.380
H -0.556 -2.226 1.455
H -0.379 -1.212 -0.240
H -0.919 0.420 -1.401
H -2.117 1.594 -1.057
H -3.573 0.162 0.065
H -3.282 -0.782 -1.430
Eu 2.309 1.748 -2.637
*
```

## Properties
**HOMO level (alpha / beta)**: -10.10 / -9.62 eV
**Molar mass**: 302.10 g mol⁻¹
**<S²>**: 15.820